No. 1
C47H64BIN2PPt | ωB97M-V with the def2-TZVPD basis set

Each line ends with the Mulliken charge.
CARTESIAN COORDINATES (ANGSTROEM)
Pt (-1.17173, 0.08389, -0.12113)  0.3835
C (-4.64457, -1.82169, -0.68043)  -1.0559
C (-3.90056, -1.45692, -1.96079)  -0.8833
P (-2.08446, -1.35778, -1.71714)  0.1569
C (-1.47107, -0.95427, -3.39957)  1.5602
C (-2.11092, -1.56906, -4.64140)  -1.6768
C (-1.60368, -3.10015, -1.36942)  0.6616
C (-1.92272, -4.20073, -2.37582)  -1.6716
H (-5.72479, -1.82194, -0.83953)  0.4654
H (-4.41656, -1.11117, 0.11608)  0.0399
H (-4.36424, -2.81666, -0.32641)  0.2711
H (-4.21491, -0.46734, -2.30867)  0.4270
H (-4.13232, -2.15674, -2.76837)  0.6056
H (-0.40059, -1.15063, -3.35141)  -1.1029
H (-1.55185, 0.13481, -3.44202)  -0.2320
H (-2.08261, -2.65859, -4.64092)  0.2842
H (-1.59608, -1.22540, -5.54224)  0.4176
H (-3.15631, -1.26807, -4.73492)  0.3865
H (-2.06210, -3.32624, -0.40180)  0.4731
H (-0.53115, -3.06745, -1.16566)  -0.6164
H (-2.97489, -4.20119, -2.67143)  0.3445
H (-1.69704, -5.18263, -1.95250)  0.3915
H (-1.32414, -4.09854, -3.28154)  0.2370
I (-2.21467, 2.92817, -2.41453)  -0.2528
C (-2.49368, 1.67490, -0.64648)  -1.8627
H (-3.50208, 1.29604, -0.81942)  0.6048
H (-2.54483, 2.40183, 0.16276)  0.3440
C (3.59829, -1.45711, -3.11187)  -1.6838
C (2.14275, -1.84830, -2.83994)  2.9511
C (1.58621, -2.53972, -4.08778)  -1.8303
C (1.98727, -2.68819, -1.58087)  0.5250
C (2.00879, -4.07680, -1.66594)  -0.4786
C (1.82408, -4.87018, -0.54338)  -1.4446
C (1.60971, -4.27330, 0.68466)  -0.5043
C (1.59298, -2.88646, 0.81880)  1.0555
C (1.38670, -2.27183, 2.18771)  2.3810
C (2.56610, -2.54953, 3.11897)  -1.8973
C (0.07052, -2.72829, 2.81384)  -1.3432
C (1.79275, -2.09297, -0.31909)  -0.6021
N (1.88842, -0.67700, -0.19676)  0.7944
B (0.86660, 0.37259, -0.35622)  1.7987
N (1.70381, 1.57547, -0.39757)  0.6832
C (3.04589, 1.23675, -0.20297)  -1.1548
C (3.15736, -0.09542, -0.07465)  -1.1347
C (1.39804, 2.84632, -0.96444)  -0.8660
C (1.72800, 3.08068, -2.30405)  0.7669
C (1.49627, 4.34533, -2.83661)  0.0327
C (0.96224, 5.35784, -2.05968)  -1.6748
C (0.64378, 5.10947, -0.73399)  -0.4436
C (0.84649, 3.85528, -0.17014)  0.9723
C (0.53784, 3.58401, 1.28534)  2.2958
C (-0.65988, 4.36616, 1.81113)  -2.1147
C (1.77472, 3.84087, 2.14927)  -1.6500
C (2.31954, 1.99452, -3.18793)  2.1718
C (1.36617, 1.62750, -4.32366)  -1.2069
C (3.69285, 2.40064, -3.72495)  -1.9437
H (3.66293, -0.85796, -4.02521)  0.3847
H (4.20661, -2.35565, -3.25378)  0.4265
H (4.02166, -0.87230, -2.29774)  0.2606
H (1.56900, -0.93083, -2.67141)  -1.3516
H (2.25494, -3.33164, -4.43570)  0.5443
H (1.49351, -1.81686, -4.90185)  0.3178
H (0.60539, -2.98429, -3.91609)  0.2265
H (2.15803, -4.55114, -2.62783)  0.3017
H (1.84546, -5.95003, -0.63103)  0.3746
H (1.45978, -4.88853, 1.56481)  0.3653
H (1.32050, -1.20001, 2.04126)  -1.0449
H (2.66717, -3.61968, 3.32537)  0.3554
H (2.41885, -2.03568, 4.07258)  0.4722
H (3.50626, -2.20224, 2.68453)  0.3330
H (0.06200, -3.80933, 2.98737)  0.4657
H (-0.76181, -2.46929, 2.15704)  -0.0565
H (-0.08926, -2.22700, 3.77285)  0.3984
H (3.82180, 1.98621, -0.16479)  0.5142
H (4.03533, -0.68757, 0.13323)  0.4774
H (1.73027, 4.53386, -3.87897)  0.3707
H (0.77957, 6.33623, -2.48809)  0.3193
H (0.21489, 5.90093, -0.13177)  0.3052
H (0.28790, 2.52542, 1.36065)  -1.3600
H (-0.47034, 5.44307, 1.85164)  0.5043
H (-0.88219, 4.03968, 2.82973)  0.3909
H (-1.54208, 4.19831, 1.18946)  0.4178
H (2.07586, 4.89192, 2.09186)  0.3674
H (2.61683, 3.22984, 1.81640)  0.2582
H (1.56988, 3.60016, 3.19653)  0.4775
H (2.46046, 1.10329, -2.57525)  -1.1817
H (1.21403, 2.46900, -5.00563)  0.4133
H (0.39042, 1.34034, -3.92881)  -0.0279
H (1.77256, 0.79428, -4.90697)  0.3374
H (3.62717, 3.30285, -4.33837)  0.3296
H (4.11412, 1.60552, -4.34558)  0.3998
H (4.38946, 2.60156, -2.90868)  0.3901
C (0.30132, 0.93522, 6.99300)  -0.5073
C (-0.84149, 0.35749, 6.45449)  -1.0507
C (-1.01816, 0.27306, 5.08133)  -0.0260
C (-0.05268, 0.77312, 4.19718)  0.7481
C (1.10184, 1.33299, 4.76069)  -0.6868
C (1.27750, 1.42016, 6.13301)  -1.0741
C (-0.13025, 0.70002, 2.72687)  1.2009
C (-1.17622, 0.48156, 1.90983)  0.5053
C (-2.55561, 0.48371, 2.45046)  -1.6800
C (-3.29884, -0.70027, 2.55111)  0.3431
C (-4.58455, -0.69728, 3.06899)  -0.7854
C (-5.17670, 0.49485, 3.47287)  -0.7431
C (-4.46054, 1.67728, 3.35816)  -0.9518
C (-3.16438, 1.67270, 2.86073)  0.4191
H (0.43229, 0.99810, 8.06631)  0.3919
H (-1.60660, -0.04011, 7.11140)  0.4313
H (-1.91394, -0.19390, 4.69447)  0.4508
H (1.87347, 1.70667, 4.09477)  0.4893
H (2.18138, 1.86716, 6.53040)  0.3930
H (0.84581, 0.84714, 2.26173)  -0.2734
H (-2.84855, -1.62635, 2.21642)  0.3774
H (-5.13043, -1.63061, 3.14991)  0.4306
H (-6.18503, 0.49951, 3.86897)  0.3540
H (-4.91144, 2.61461, 3.66293)  0.3997
H (-2.60497, 2.59592, 2.78967)  0.2120

The calculation puts the total energy at -74074.208 eV. For the largest force on an atom, the calculation gives 0.87 eV/Å. The multiplicity is 3. Its charge is -1. Its expectation value of S² is 2.009.



No. 2
C47H64BNO18 | ωB97M-V with the def2-TZVPD basis set

Each line ends with the Mulliken charge.
CARTESIAN COORDINATES (ANGSTROEM)
C (-1.55643, -5.73728, 1.07663)  -0.5633
O (-1.35827, -4.98412, 2.32450)  -0.4607
B (0.07753, -4.59813, 2.50348)  0.5737
O (0.82315, -5.32594, 3.54847)  -0.4722
C (0.63979, -3.37863, 1.55635)  0.0059
C (-0.41810, -2.18414, 1.07024)  -0.5446
C (0.04634, -0.89926, 0.10994)  -0.0646
C (1.65110, -0.79898, -0.33055)  0.5790
C (2.25350, 0.40279, -1.26817)  0.0804
O (2.37292, 0.05848, -2.69314)  -0.4591
C (1.32270, -0.87065, -3.13768)  0.2539
C (-0.23079, -0.32753, -3.33553)  -0.3831
C (-1.48856, -1.24822, -3.86634)  0.5611
C (-3.03531, -0.68216, -4.10809)  -0.8760
C (-1.23647, -2.83837, -4.19092)  -0.7901
C (0.31260, -3.43590, -4.01075)  -0.5361
C (1.58941, -2.47721, -3.51719)  0.1654
C (3.10305, -3.15725, -3.41876)  1.4697
C (3.21758, -4.57032, -4.30627)  -1.2507
C (4.30392, -2.18706, -3.97192)  -1.0168
C (2.61946, -2.01024, 0.19942)  0.0525
C (2.21287, -3.31796, 1.10034)  0.1264
C (3.48231, -4.31934, 1.36829)  0.2583
O (3.36498, -5.53953, 1.90003)  -0.5739
N (4.67014, -3.54518, 0.84114)  -0.0295
C (5.55487, -4.20729, -0.19129)  0.0752
C (6.09390, -5.70320, 0.20540)  -0.1124
C (5.57669, -6.91342, -0.77189)  -0.4086
O (4.33880, -6.63147, -1.51605)  -0.4446
C (4.22040, -2.31461, 0.02618)  -0.0249
O (4.94185, -1.48364, -0.73097)  -0.5907
H (-1.44921, -5.06150, 0.12670)  0.2255
H (-0.82983, -6.66423, 1.10108)  0.2411
H (-2.68276, -6.12230, 1.09704)  0.2158
H (0.68190, -6.31569, 3.33602)  0.2937
H (-1.54842, -2.22265, 1.40249)  0.3184
H (-0.76121, -0.08394, -0.21714)  0.2550
H (1.50721, 1.31905, -1.18857)  -0.1710
H (3.33377, 0.68330, -0.84801)  0.3226
H (-0.45549, 0.80135, -3.11484)  0.2180
H (-3.67475, -1.57946, -4.54955)  0.2809
H (-2.99653, 0.13022, -4.98049)  0.2518
H (-3.54856, -0.29357, -3.13081)  0.2305
H (-2.09689, -3.57330, -4.57072)  0.1319
H (0.42810, -4.58765, -4.26214)  0.1627
H (3.22237, -3.49649, -2.29551)  -0.4136
H (4.35223, -4.87494, -4.43443)  0.3172
H (2.75272, -4.33600, -5.35626)  0.3588
H (2.62908, -5.45152, -3.75642)  0.2360
H (4.09361, -1.81051, -5.06738)  0.3085
H (4.54292, -1.25729, -3.30156)  0.2033
H (5.29485, -2.85249, -3.96777)  0.3235
H (6.52670, -3.51965, -0.28174)  0.2568
H (5.01357, -4.12793, -1.22572)  -0.2057
H (5.87755, -5.99410, 1.34275)  0.2480
H (7.28484, -5.69601, 0.12406)  0.0916
H (6.46142, -7.17507, -1.50592)  0.2391
H (5.36406, -7.90594, -0.14455)  0.1285
H (4.65347, -6.52945, -2.48283)  0.2884
O (7.48194, -8.69424, 1.34923)  -0.5425
C (8.51965, -8.14504, 1.68047)  0.4823
O (8.98033, -6.97919, 1.13940)  -0.2904
C (10.26761, -6.68786, 1.68145)  -0.4549
C (10.33257, -7.44584, 2.98152)  -0.5117
C (9.49213, -8.66458, 2.69562)  -0.4199
H (11.02996, -7.01916, 0.96855)  0.2672
H (10.36855, -5.60917, 1.83260)  0.3256
H (11.35399, -7.68164, 3.29178)  0.3191
H (9.86440, -6.85578, 3.77879)  0.2737
H (10.08140, -9.46916, 2.24704)  0.2604
H (8.97624, -9.01550, 3.59235)  0.2848
O (-0.63316, 2.56736, -0.75540)  -0.5539
C (0.01255, 3.41352, -0.15936)  0.5561
O (1.07255, 3.13976, 0.65652)  -0.3669
C (1.51606, 4.34928, 1.26981)  -0.4665
C (1.02289, 5.45421, 0.37269)  -0.6706
C (-0.26251, 4.88671, -0.17420)  -0.0275
H (1.08774, 4.40827, 2.27590)  0.2637
H (2.60710, 4.34416, 1.34878)  0.3426
H (0.89401, 6.40660, 0.89373)  0.3758
H (1.73355, 5.61088, -0.44794)  0.2853
H (-1.11205, 5.09831, 0.48103)  0.0453
H (-0.45785, 5.24114, -1.18891)  0.2756
O (-3.39986, 7.93184, -1.39185)  -0.6858
C (-3.94041, 6.85130, -1.56038)  0.4964
O (-4.34501, 6.02700, -0.54992)  -0.3238
C (-4.83321, 4.80768, -1.10732)  -0.2189
C (-5.21074, 5.14223, -2.52664)  -0.4375
C (-4.21503, 6.21486, -2.88918)  -0.1552
H (-4.03813, 4.05652, -1.05469)  0.0427
H (-5.69228, 4.45568, -0.52878)  0.3617
H (-5.18450, 4.27706, -3.19443)  0.4205
H (-6.22500, 5.55894, -2.55236)  0.1095
H (-3.28613, 5.79193, -3.28172)  0.3368
H (-4.63989, 6.93583, -3.59140)  0.0828
O (-6.77935, 1.86172, 1.70078)  -0.6344
C (-5.74164, 2.41091, 2.03202)  0.4048
O (-5.28097, 3.57676, 1.49095)  -0.2557
C (-3.99369, 3.86809, 2.03301)  -0.0235
C (-3.92872, 3.11011, 3.33307)  -0.3743
C (-4.76916, 1.89137, 3.04717)  -0.2512
H (-3.23134, 3.53679, 1.32010)  -0.1013
H (-3.89275, 4.94679, 2.18415)  0.3533
H (-2.90731, 2.87432, 3.64333)  0.3074
H (-4.39689, 3.70018, 4.13034)  0.2129
H (-4.17989, 1.08679, 2.59859)  0.2330
H (-5.28505, 1.54045, 3.94390)  0.1279
O (-8.47180, 6.66814, -4.19166)  -0.5853
C (-7.92107, 7.75591, -4.23230)  0.4135
O (-6.63614, 7.98369, -3.83075)  -0.2204
C (-6.36024, 9.38109, -3.91404)  -0.3999
C (-7.36080, 9.92603, -4.89935)  -0.5473
C (-8.55824, 9.03631, -4.68036)  -0.3897
H (-6.47654, 9.82012, -2.91760)  0.2643
H (-5.33084, 9.53426, -4.25093)  0.3092
H (-7.57286, 10.98866, -4.75442)  0.3249
H (-6.98586, 9.79208, -5.92135)  0.2660
H (-9.20421, 9.41252, -3.88223)  0.2557
H (-9.12544, 8.89275, -5.60290)  0.2837
O (-1.07119, 2.37978, 6.44849)  -0.5949
C (-2.12370, 2.07221, 6.98310)  0.4464
O (-3.33776, 2.08801, 6.35860)  -0.2207
C (-4.35681, 1.77837, 7.30805)  -0.4616
C (-3.65505, 1.04149, 8.41866)  -0.5323
C (-2.28465, 1.67031, 8.41793)  -0.3914
H (-4.81018, 2.71412, 7.65156)  0.2805
H (-5.12787, 1.16391, 6.83421)  0.3169
H (-4.17110, 1.11803, 9.37938)  0.3259
H (-3.57122, -0.02189, 8.16332)  0.2761
H (-2.24698, 2.56469, 9.04601)  0.2667
H (-1.51477, 0.95477, 8.71572)  0.2762

The calculation puts the total energy at -88779.069 eV. For the largest force on an atom, the calculation gives 8.62 eV/Å. Its charge is 0.